This record from the Open Molecules 2025 dataset describes a cluster of 6 separate species, C30H56BN3O9S in total. The level of theory is ωB97M-V with the def2-TZVPD basis set.

```
100
Properties=species:S:1:pos:R:3:forces:R:3:lowdin_charge:R:1
H -1.2530 -6.6349 -1.9849 -0.0181 -0.0067 -0.1156 0.0828
H -4.0500 -2.3342 -3.9582 0.0055 -0.0043 -0.0189 0.0791
C -1.9761 0.0643 -1.0938 0.1241 -0.1585 -0.2866 -0.1583
H 3.9485 3.2443 -2.0817 0.0215 -0.0959 0.0612 0.1340
C 0.1817 -1.8409 2.2106 0.2368 -0.0870 0.0647 -0.0259
H -1.4355 -4.9074 -0.0682 -0.5403 -0.3073 -0.2369 0.0973
C -0.6268 8.0239 1.5531 -0.0167 0.1068 -0.0798 -0.0265
H 7.2656 -3.6449 -0.7057 0.0588 -0.0080 0.0331 0.0860
O 4.7902 -2.8557 0.9548 -0.0397 -0.0220 -0.0096 0.0546
H 1.8623 6.1036 0.0511 -0.0009 -0.0253 -0.0095 0.0576
H -3.2487 0.9388 -3.5970 0.0894 0.0579 0.0699 0.0784
C 2.4140 -0.9321 0.2375 -0.2083 0.0077 -0.0119 -0.4401
C 1.1160 6.2914 0.8163 0.0548 0.1274 -0.1199 -0.0386
H 1.5967 6.3069 1.7960 -0.0707 -0.0352 0.0383 0.0833
C 3.0717 1.6474 0.4714 -0.2623 0.2632 0.1066 -0.6983
H -4.7213 -1.1326 0.0215 -0.1361 0.0676 -0.0209 0.0682
H 0.6012 0.2688 0.2976 0.0221 -0.0371 0.0200 0.1101
H 0.3863 5.4799 0.8034 0.0055 -0.0165 0.0889 0.0803
C 5.9170 -3.2924 0.9223 0.0514 -0.0095 0.0117 -0.4903
C 6.3875 -4.3438 1.8954 -0.1272 0.0169 0.0396 -0.0200
H 2.4657 10.2479 0.4250 0.0110 -0.0252 -0.0170 0.0725
O -1.9185 -1.3307 -0.7706 -0.1905 0.3500 0.2402 -0.0552
O 2.6314 8.9064 2.5322 -0.0779 -0.0999 0.1299 0.0672
N 2.4278 2.7485 0.6811 0.1289 -0.2442 0.0043 0.0664
H 2.9804 -0.8223 -0.6862 0.0354 -0.0712 0.0782 0.0796
H -4.2411 2.0854 -2.7111 0.1103 0.0247 0.0223 0.0777
O 1.1934 -7.9598 -0.6575 0.0059 0.0049 0.0385 0.0717
C -1.4616 -1.7284 0.5043 -0.3219 -0.4020 -0.0097 -0.3513
C 0.4378 7.6125 0.5667 0.0553 0.0237 0.0858 -0.5155
H -5.2356 -5.6695 -2.5324 0.0927 -0.0108 0.0161 0.0840
O 3.7934 1.6914 -0.6858 0.0637 -0.1128 -0.0152 0.0318
C 0.9085 -0.7381 -0.0028 -0.0685 -0.0239 -0.2127 -0.1847
C -5.2968 -4.8157 -1.8555 -0.1264 0.1145 0.0832 -0.0147
H 0.2645 -5.8111 -1.5492 0.0075 0.0133 -0.0288 0.0749
H -6.0233 -0.0490 0.5357 0.0346 -0.0454 -0.0280 0.0768
C 0.0733 -1.8210 0.6760 0.3031 -0.3984 0.2759 -0.2189
H 5.4455 10.1436 2.8085 0.0371 0.0034 -0.0564 0.0832
H -1.5525 0.6675 -0.2882 -0.0758 0.0729 -0.0670 0.1059
H 0.0697 -6.5370 -3.1558 -0.0928 -0.0232 -0.0305 0.0889
C 3.5055 10.1903 0.7373 -0.1345 -0.0122 0.0346 -0.0190
H 5.5785 -4.6068 2.5720 0.0012 0.0028 0.0012 0.0824
N -1.9305 -0.8985 1.6401 0.8697 0.3317 0.0976 0.1601
H -1.1766 -9.2936 -2.1168 -0.0140 0.0229 -0.0609 0.0847
H -4.2583 2.9388 0.6634 0.0822 -0.0497 0.0127 0.0780
C -3.3322 1.4835 -2.6515 0.0056 -0.1740 -0.0335 -0.0533
H 6.4640 -2.0558 -0.7321 0.0000 0.0004 0.0035 0.0803
C 3.6102 9.3786 2.0045 0.0131 0.0506 -0.1609 -0.4937
H -4.4622 -4.8649 -1.1527 0.0633 -0.0670 -0.0706 0.0670
O -1.0236 -0.3140 3.6754 -0.0096 -0.0278 0.1260 0.0995
H -3.8697 -0.4318 -1.8494 0.0095 0.1156 -0.0630 0.1259
O -1.7718 -4.0687 -0.4061 0.7717 0.2187 0.4406 0.1210
C -4.9402 -0.1631 0.4779 0.2389 0.0193 0.1195 -0.0500
H -3.8630 -4.0876 -4.1953 0.0558 -0.0458 0.0488 0.0840
H -1.0345 8.9918 1.2709 0.0014 -0.0008 -0.0014 0.0797
H -3.1004 -3.2958 -2.8003 0.0198 -0.0729 -0.0149 0.0741
H 3.9007 11.1944 0.9029 0.0673 -0.0158 -0.0199 0.0841
H -3.4897 1.6845 1.5914 0.1936 0.0182 -0.0562 0.0680
H 4.9333 8.5779 3.4811 0.0003 0.0005 -0.0006 0.0801
C -2.9146 -3.7399 1.8621 0.0882 -0.2259 -0.1312 0.0238
H -2.6647 2.3982 0.1767 -0.0046 0.0049 0.0476 0.0740
C 4.9934 9.1780 2.5765 -0.0815 -0.0645 0.0991 -0.0242
C 3.5203 2.9225 -1.1458 -0.2437 0.4546 0.0256 -0.1864
C -0.0929 -9.2133 -2.2178 0.0902 -0.0434 0.0863 -0.0245
H 0.7310 -0.8256 -1.0799 -0.0783 0.1175 0.0829 0.1223
C 6.9207 -2.8089 -0.0948 -0.1040 0.0686 -0.0301 -0.0178
H -2.4637 2.1444 -2.5915 -0.1221 0.1183 0.1040 0.0791
S 3.1215 0.2163 1.4551 0.1033 0.0162 0.0457 0.9979
H 4.0918 9.7213 -0.0547 0.0472 0.0352 0.0039 0.0886
O -6.1145 -2.7089 -2.5933 -0.0221 0.0487 0.0270 0.0658
N 2.7333 3.5942 -0.3805 0.2461 -0.2451 -0.2024 0.0611
H 7.2360 -3.9682 2.4695 0.0467 -0.0327 -0.0369 0.0865
C -0.1667 -6.6466 -2.0966 0.0935 0.0409 0.1594 -0.0242
H 1.1120 -1.4492 2.6244 -0.0701 0.0375 -0.0831 0.1070
H 0.1460 -9.2018 -3.2826 -0.0607 0.0189 -0.0198 0.0849
H -3.4327 -2.9486 2.4019 0.1467 0.0093 0.0529 0.0669
H -3.6567 -4.4480 1.4760 0.0367 0.0368 0.0741 0.0653
H 0.3799 -10.0723 -1.7487 -0.0004 0.0009 -0.0002 0.0816
H -5.1296 1.5039 -0.8267 0.0929 -0.0977 -0.0723 0.1168
H -6.2354 -4.8533 -1.3076 -0.0035 -0.0140 -0.0054 0.0829
O 0.7347 8.3169 -0.3728 0.0102 0.0171 -0.0391 0.0472
H 0.0808 -2.8541 2.6173 -0.1696 0.0824 -0.0456 0.1359
H 6.7122 -5.2340 1.3543 0.0689 0.0143 0.0033 0.0864
H -4.5628 -0.2102 1.5019 -0.0069 0.0162 -0.0646 0.0620
H -2.1057 0.0868 1.4714 -0.5508 -0.1656 -0.1827 0.1098
H -1.3258 0.2164 -1.9632 0.0101 -0.0706 0.0783 0.1261
H -1.4280 7.2826 1.5723 0.0290 -0.0376 0.0623 0.0813
H 5.6288 8.6742 1.8462 0.0264 0.0547 -0.0241 0.0839
B -2.0480 -3.2253 0.6602 -0.3552 0.1366 -0.3604 -0.4181
C -0.9632 -0.9536 2.6577 -0.0953 0.1498 -0.1341 -0.4412
C -3.3966 0.4856 -1.4802 -0.1155 -0.0319 -0.0354 -0.3141
H 0.4224 -2.7743 0.2640 -0.0589 0.0456 -0.0391 0.1439
C -3.9768 -3.2950 -3.4534 -0.0292 0.1547 0.0317 -0.0163
C -5.2225 -3.5226 -2.6337 0.0461 -0.0300 -0.0202 -0.5030
H 2.6357 -1.9208 0.6403 0.0546 0.0512 -0.0651 0.0566
C -3.6226 2.0541 0.5716 -0.3653 0.0470 -0.0527 -0.0566
H -0.1908 8.0897 2.5508 -0.0042 -0.0560 0.0089 0.0811
H 7.7872 -2.3800 0.4110 0.0384 -0.0544 -0.0062 0.0867
H -2.2983 -4.3110 2.5688 -0.0520 0.1103 0.0796 0.0778
C -4.2992 0.9935 -0.3300 -0.0717 -0.0127 0.0880 -0.3575
C 0.3955 -7.9435 -1.5639 -0.0258 -0.0055 -0.0463 -0.5055
```
Positions in Å, forces in eV/Å.

Values from the calculation:
E_LUMO ... 0.172 eV
Total charge ... 0
Total energy ... -2441.17969 Eh
HOMO energy ... -8.934 eV
SMILES ... CB(O)[C@@]1(OC[C@H](C)C(C)C)NC(=O)C[C@@H]1CCSc1nnco1.CC(C)=O.CC(C)=O.CC(C)=O.CC(C)=O.CC(C)=O